# 1
77
Properties=species:S:1:pos:R:3:mulliken_charge:R:1 method="wB97M-V/def2-TZVPD" orbital_gap_ev=6.736 energy_ha=-5084.598316 e_homo_ev=-6.21 total_charge=-1 multiplicity=1 de_lowest_kj_mol=13.8
Cs 0.498 -0.089 0.126 0.997
C -3.192 1.673 0.302 -0.922
C -3.045 0.754 1.533 0.284
N -3.365 -0.464 1.594 -0.106
O -3.917 -0.935 0.441 -0.381
B -3.727 -2.409 0.302 0.860
F -4.187 -3.077 1.481 -0.405
F -4.408 -2.794 -0.834 -0.385
O -2.267 -2.773 0.117 -0.532
N -1.562 -2.371 1.217 0.227
C -1.505 -3.182 2.192 0.046
C -2.008 -4.611 2.278 -1.564
C -1.152 -2.503 3.462 0.831
N -0.042 -1.953 3.790 0.109
O 0.058 -1.113 4.865 -0.377
B 0.489 0.321 4.481 0.670
F 1.272 0.314 3.317 -0.322
F 1.207 0.783 5.575 -0.367
O -0.669 1.143 4.193 -0.525
N -1.204 0.701 2.998 0.025
C -2.334 1.242 2.745 0.203
C -3.033 2.176 3.686 -1.330
C -2.357 -2.228 4.313 -1.395
H -2.371 1.492 -0.390 0.009
H -3.215 2.742 0.510 0.380
H -4.052 1.339 -0.304 0.357
H -1.567 -5.235 1.485 0.300
H -3.094 -4.568 2.207 0.448
H -1.695 -4.994 3.235 0.445
H -3.895 1.656 4.126 0.297
H -3.454 3.093 3.186 0.304
H -2.356 2.461 4.498 0.406
H -3.079 -3.046 4.211 0.437
H -2.830 -1.367 3.842 0.111
H -2.087 -2.029 5.311 0.558
O 0.414 4.495 -7.223 -0.578
N -0.351 3.565 -7.343 0.947
O -1.043 3.420 -8.336 -0.579
C -0.495 2.606 -6.243 0.249
C -0.704 1.313 -6.571 -0.791
C -0.853 0.343 -5.568 1.248
C -1.259 -0.972 -5.892 -0.700
C -1.510 -1.856 -4.855 -0.793
C -1.250 -1.389 -3.533 -0.216
N -0.810 -0.190 -3.251 -0.223
C -0.648 0.701 -4.219 0.043
C -0.334 2.063 -3.870 -0.054
N -0.261 2.355 -2.555 -0.257
C -0.168 3.596 -2.220 -0.182
C -0.241 4.663 -3.115 -0.831
C -0.287 4.386 -4.450 -0.602
C -0.319 3.075 -4.882 0.291
H -0.784 1.006 -7.620 0.417
H -1.425 -1.267 -6.908 0.445
H -1.862 -2.884 -5.032 0.396
H -1.381 -2.112 -2.750 0.457
H -0.025 3.800 -1.173 0.488
H -0.205 5.695 -2.768 0.390
H -0.272 5.175 -5.181 0.474
Se 1.679 -2.274 2.925 0.635
C 1.633 -4.096 3.200 0.192
N 1.614 -5.244 3.247 -0.601
O 4.065 -2.584 2.548 -0.825
C 4.222 -1.616 1.773 0.722
N 3.332 -1.205 0.849 -0.224
C 3.896 -0.215 0.081 -0.100
O 3.357 0.347 -0.854 -0.726
C 5.257 0.123 0.651 0.392
C 6.130 1.075 0.275 -0.420
C 7.186 1.279 1.162 -0.308
C 7.334 0.515 2.308 -0.487
C 6.416 -0.480 2.650 -0.481
C 5.388 -0.703 1.773 -0.057
H 5.987 1.672 -0.653 0.417
H 7.986 2.036 1.033 0.296
H 8.224 0.643 2.918 0.361
H 6.515 -1.005 3.581 0.484

---

# 2
63
Properties=species:S:1:pos:R:3:nbo_charge:R:1 method="wB97M-V/def2-TZVPD" orbital_gap_ev=5.830 energy_ha=-2716.546088 e_homo_ev=-3.35 total_charge=-1 multiplicity=1 de_lowest_kj_mol=10.5
Bi -2.144 1.365 -1.088 1.462
O -7.187 0.020 2.659 -0.656
C -6.159 0.271 1.807 0.344
C -5.292 -0.730 1.384 -0.308
C -4.271 -0.381 0.526 0.137
N -4.111 0.868 0.104 -0.513
C -4.937 1.839 0.500 0.135
C -5.986 1.576 1.356 -0.278
C -4.643 3.255 -0.016 0.742
O -5.434 4.136 0.309 -0.680
O -3.607 3.339 -0.742 -0.771
C -3.259 -1.391 0.001 0.751
O -3.438 -2.573 0.261 -0.664
O -2.325 -0.884 -0.708 -0.756
H -7.174 -0.913 2.898 0.480
H -5.378 -1.762 1.698 0.242
H -6.636 2.382 1.662 0.258
Cl 0.204 -0.229 -3.619 0.013
C 1.384 0.872 -2.962 -0.027
C 1.755 1.960 -3.733 -0.235
C 2.704 2.845 -3.248 -0.218
C 3.273 2.619 -2.004 -0.222
C 2.885 1.524 -1.246 -0.154
C 1.919 0.627 -1.696 -0.353
P 1.270 -0.818 -0.753 0.909
C 2.160 -2.139 -1.693 -0.233
C 3.439 -2.000 -2.229 -0.229
C 4.040 -3.050 -2.901 -0.224
C 3.366 -4.260 -3.044 -0.223
C 2.093 -4.408 -2.519 -0.208
C 1.490 -3.347 -1.851 -0.237
C 2.318 -0.778 0.757 -0.362
C 3.066 -1.895 1.141 -0.149
C 3.726 -1.929 2.361 -0.241
C 3.655 -0.845 3.225 -0.225
C 2.910 0.266 2.859 -0.208
C 2.240 0.294 1.645 -0.210
H 1.298 2.104 -4.703 0.223
H 2.995 3.702 -3.841 0.209
H 4.022 3.299 -1.616 0.206
H 3.339 1.371 -0.276 0.218
H 3.963 -1.056 -2.122 0.215
H 5.033 -2.933 -3.317 0.204
H 3.835 -5.082 -3.572 0.203
H 1.561 -5.343 -2.637 0.207
H 0.487 -3.446 -1.450 0.236
H 3.137 -2.750 0.481 0.208
H 4.299 -2.806 2.637 0.203
H 4.173 -0.869 4.176 0.202
H 2.832 1.115 3.528 0.205
H 1.628 1.145 1.388 0.243
C -1.552 1.341 2.614 -0.249
O -0.776 0.794 1.569 -0.595
C -0.635 1.580 0.408 -0.409
C -0.250 3.022 0.639 -0.699
H -2.519 1.699 2.236 0.163
H -1.048 2.178 3.111 0.157
H -1.716 0.546 3.342 0.183
H 0.773 3.103 1.041 0.183
H -0.906 3.594 1.310 0.180
H -0.247 3.552 -0.319 0.211
O -1.066 -2.572 2.592 -0.514
C -0.575 -3.015 1.680 0.520

---

# 3
76
Properties=species:S:1:pos:R:3:mulliken_charge:R:1 method="wB97M-V/def2-TZVPD" orbital_gap_ev="7.726 / 5.963" energy_ha=-4364.919242 e_homo_ev="-9.78 / -9.78" total_charge=0 multiplicity=2 s2=0.755 de_lowest_kj_mol=200.0
Bi 1.069 -0.053 1.250 2.558
C 2.798 0.690 4.961 -1.655
C 1.379 0.815 4.484 0.536
C 0.518 -0.277 4.542 -0.313
C -0.792 -0.181 4.083 -0.519
C -1.266 1.020 3.572 -0.362
C -0.420 2.124 3.523 -0.453
C 0.890 2.017 3.967 -0.352
H 2.846 0.799 6.046 0.436
H 3.434 1.453 4.516 0.359
H 3.209 -0.285 4.703 0.277
H 0.883 -1.221 4.922 0.439
H -1.433 -1.051 4.133 0.376
H -2.290 1.102 3.229 0.432
H -0.784 3.071 3.143 0.474
H 1.547 2.877 3.921 0.420
O 1.501 -0.378 -2.244 -0.520
S 2.860 0.277 -1.511 1.042
O 3.439 0.965 -2.602 -0.742
O 2.126 1.047 -0.480 -0.851
C 3.530 -1.376 -1.183 0.147
C 3.328 -2.390 -2.105 -0.676
C 3.860 -3.643 -1.827 -0.728
C 4.563 -3.881 -0.658 -0.587
C 4.792 -2.853 0.245 -0.445
C 4.286 -1.603 -0.045 0.206
S 4.608 -0.159 0.885 1.408
O 4.551 0.803 -0.241 -0.743
O 5.847 -0.228 1.581 -0.745
O 3.418 -0.014 1.760 -0.533
H 2.775 -2.218 -3.016 0.645
H 3.708 -4.444 -2.537 0.442
H 4.944 -4.871 -0.451 0.434
H 5.354 -3.008 1.154 0.461
N 0.511 -1.353 -0.308 -0.462
C 0.671 -1.230 -1.548 0.937
C -0.083 -2.095 -2.500 0.333
C -0.564 -3.315 -2.031 -0.581
C -1.256 -4.157 -2.887 -0.693
C -1.476 -3.778 -4.205 -0.458
C -0.999 -2.561 -4.671 -0.712
C -0.291 -1.721 -3.824 -0.353
H -0.374 -3.591 -1.003 0.469
H -1.615 -5.110 -2.527 0.458
H -2.014 -4.438 -4.872 0.398
H -1.168 -2.269 -5.699 0.438
H 0.103 -0.781 -4.185 0.495
F 0.794 -2.146 2.310 -0.505
P 1.633 -3.638 2.549 1.494
F 1.783 -3.720 0.950 -0.291
F 1.428 -3.421 4.129 -0.398
F 2.423 -4.996 2.763 -0.355
F 0.213 -4.363 2.457 -0.432
F 2.988 -2.761 2.614 -0.337
O -5.207 7.265 -0.366 -0.468
S -5.148 7.337 -1.801 1.084
O -6.308 7.749 -2.513 -0.473
O -3.866 7.452 -2.429 -0.468
C -5.211 5.151 -1.958 0.595
N -6.253 4.747 -2.576 -0.458
C -6.280 3.407 -2.727 -0.508
C -5.262 2.618 -2.228 -0.641
C -4.207 3.241 -1.558 0.191
N -4.191 4.577 -1.423 -0.365
C -3.054 2.509 -0.967 1.483
C -3.090 1.140 -0.735 -1.047
C -1.980 0.528 -0.178 -0.708
N -0.882 1.209 0.145 0.128
C -0.842 2.522 -0.081 -0.808
C -1.904 3.214 -0.631 -0.727
H -7.129 2.989 -3.251 0.445
H -5.289 1.549 -2.373 0.355
H -3.959 0.539 -0.963 0.336
H -1.957 -0.539 0.002 0.582
H 0.076 3.034 0.179 0.572
H -1.840 4.279 -0.801 0.589

---

# 4
87
Properties=species:S:1:pos:R:3:mulliken_charge:R:1 method="wB97M-V/def2-TZVPD" orbital_gap_ev="6.112 / 5.725" energy_ha=-12105.613301 e_homo_ev="-3.32 / -3.17" total_charge=-2 multiplicity=2 s2=0.756 de_lowest_kj_mol=33.0
La -0.498 0.655 0.700 0.336
S -4.129 -2.166 -2.976 -0.624
Sb -3.589 -1.017 -1.098 0.679
S -2.119 -2.016 0.410 -0.414
S -2.566 1.013 -1.513 -0.432
S -5.680 -0.838 -0.005 -0.347
Br -3.341 6.890 -1.993 -0.213
C -2.408 5.417 -1.259 -0.145
C -2.703 4.974 0.009 -1.205
C -2.007 3.872 0.475 -0.366
N -1.078 3.232 -0.233 0.924
C -0.772 3.702 -1.445 -0.240
C -1.432 4.789 -2.004 -0.998
C 0.299 3.028 -2.255 1.052
C 1.114 3.810 -3.065 -0.937
C 2.057 3.178 -3.850 -0.510
Br 3.208 4.206 -4.942 -0.205
C 2.172 1.807 -3.822 -1.131
C 1.339 1.117 -2.951 -0.193
N 0.424 1.699 -2.175 0.609
H -3.455 5.447 0.623 0.457
H -2.223 3.476 1.459 0.522
H -1.210 5.109 -3.011 0.672
H 1.037 4.889 -3.052 0.663
H 2.894 1.278 -4.429 0.565
H 1.403 0.036 -2.880 0.487
F -0.874 1.919 2.801 -0.336
P 0.396 2.868 3.470 1.390
F 1.374 1.721 2.870 -0.305
F 0.471 3.636 2.071 -0.327
F -0.714 3.921 3.965 -0.400
F 0.234 2.055 4.824 -0.356
F 1.607 3.723 4.040 -0.369
N -3.090 0.661 4.423 -0.429
C -3.546 0.151 3.256 0.331
S -3.707 1.122 1.860 -0.189
N -3.835 -1.151 3.203 0.161
C -3.773 -2.129 4.234 -0.016
C -4.179 -1.866 5.536 0.032
C -4.113 -2.872 6.493 -0.619
C -3.661 -4.140 6.155 -0.431
C -3.279 -4.398 4.842 -0.610
C -3.333 -3.399 3.883 -0.313
H -2.699 1.585 4.316 0.262
H -2.543 0.038 5.008 0.179
H -3.942 -1.501 2.251 -0.050
H -4.557 -0.886 5.800 0.473
H -4.421 -2.657 7.510 0.363
H -3.605 -4.919 6.906 0.367
H -2.916 -5.379 4.561 0.370
H -3.000 -3.577 2.866 0.363
N -0.360 -1.694 -2.503 0.503
C 0.121 -2.289 -3.635 0.414
C 0.745 -3.550 -3.599 -0.611
C 1.211 -4.133 -4.767 -0.539
C 1.080 -3.498 -6.001 -0.517
C 0.459 -2.254 -6.038 -0.583
C -0.013 -1.652 -4.882 -0.084
H -0.090 -2.060 -1.605 -0.288
H -0.670 -0.734 -2.544 -0.439
H 0.849 -4.057 -2.646 0.487
H 1.683 -5.108 -4.711 0.365
H 1.443 -3.965 -6.908 0.358
H 0.333 -1.743 -6.986 0.355
H -0.521 -0.694 -4.927 0.482
Cl 0.182 -3.554 2.449 -0.336
Si 0.355 -1.449 2.697 0.771
Cl 2.491 -1.313 2.995 -0.384
Cl -0.336 -1.340 4.751 -0.460
O 7.503 0.792 -1.408 -0.663
N 6.962 -0.299 -1.338 1.067
O 7.533 -1.356 -1.528 -0.660
C 5.534 -0.339 -1.008 -1.013
C 4.892 -1.564 -0.888 -0.146
C 3.562 -1.612 -0.603 -0.866
C 2.755 -0.432 -0.409 0.603
O 1.524 -0.454 -0.213 1.394
C 3.522 0.786 -0.504 -0.712
C 4.854 0.836 -0.820 -0.301
N 2.857 2.090 -0.336 0.660
O 1.781 2.124 0.230 -0.059
O 3.415 3.084 -0.755 -0.683
N 2.976 -2.979 -0.513 1.147
O 3.760 -3.917 -0.497 -0.724
O 1.777 -3.092 -0.475 -0.490
H 5.437 -2.484 -1.024 0.691
H 5.355 1.788 -0.911 0.715

---

Q: What is the multiplicity in the fourth record?
A: 2